Density functional theory data (ωB97M-V with the def2-TZVPD basis set) for a molecular structure, C50H58CuN7OP2SSe.

Total charge ... +1
Total energy ... -7521.4097 Eh
Spin multiplicity ... 2
Molar mass ... 1009.6 g/mol
Largest force on an atom ... 0.50 eV Å⁻¹
HOMO-LUMO gap (alpha / beta) ... 7.3 / 6.1 eV
<S²> ... 0.76
LUMO level (alpha / beta) ... -2.049 / -3.244 eV

CARTESIAN COORDINATES (ANGSTROEM)
Cu1 -0.03 -0.81 -0.78
C1 1.15 -3.71 -0.94
P1 1.92 -2.06 -1.23
C2 2.42 -2.09 -2.98
C3 2.01 -3.08 -3.87
C4 2.44 -3.06 -5.19
C5 3.28 -2.05 -5.64
C6 3.70 -1.06 -4.76
C7 3.26 -1.07 -3.44
C8 3.50 -2.07 -0.33
C9 3.58 -1.41 0.89
C10 4.76 -1.40 1.62
C11 5.88 -2.04 1.11
C12 5.81 -2.71 -0.10
C13 4.63 -2.72 -0.82
C14 -0.25 -3.61 -1.45
C15 -1.09 -4.46 -2.12
C16 -2.33 -3.77 -2.30
C17 -2.18 -2.53 -1.73
C18 -3.07 -1.34 -1.57
P2 -1.93 0.06 -1.94
C19 -2.68 1.61 -1.35
C20 -3.59 1.62 -0.30
C21 -4.03 2.83 0.24
C22 -3.57 4.03 -0.28
C23 -2.68 4.02 -1.34
C24 -2.22 2.82 -1.87
C25 -2.00 0.09 -3.76
C26 -2.98 0.81 -4.45
C27 -3.04 0.73 -5.84
C28 -2.13 -0.07 -6.53
C29 -1.17 -0.80 -5.84
C30 -1.10 -0.71 -4.45
N1 -0.91 -2.43 -1.20
H1 1.73 -4.52 -1.39
H2 1.16 -3.84 0.14
H3 1.32 -3.85 -3.55
H4 2.11 -3.83 -5.88
H5 3.63 -2.05 -6.66
H6 4.36 -0.28 -5.10
H7 3.59 -0.30 -2.76
H8 2.67 -0.97 1.31
H9 4.81 -0.89 2.58
H10 6.81 -2.03 1.67
H11 6.68 -3.22 -0.49
H12 4.58 -3.24 -1.78
H13 -0.87 -5.48 -2.42
H14 -3.22 -4.15 -2.77
H15 -3.92 -1.35 -2.25
H16 -3.44 -1.27 -0.54
H17 -3.96 0.69 0.11
H18 -4.75 2.82 1.05
H19 -3.93 4.97 0.13
H20 -2.33 4.96 -1.76
H21 -1.51 2.82 -2.68
H22 -3.69 1.42 -3.92
H23 -3.79 1.28 -6.37
H24 -2.19 -0.14 -7.61
H25 -0.47 -1.43 -6.37
H26 -0.34 -1.26 -3.91
N2 1.85 1.94 0.63
C31 0.49 1.88 0.68
N3 -0.15 3.01 1.05
O1 -0.16 0.86 0.42
H27 2.34 2.60 1.20
H28 2.33 1.07 0.43
H29 0.32 3.89 1.13
H30 -1.16 3.01 0.98
C32 0.02 -2.02 6.34
C33 1.55 -1.87 6.31
C34 2.04 -0.48 5.88
C35 1.88 -0.18 4.39
N4 0.52 0.15 4.01
C36 -0.28 -0.59 3.20
Se1 0.16 -2.13 2.30
N5 -1.49 0.02 3.16
C37 -2.65 -0.49 2.43
C38 -3.32 -1.67 3.12
C39 -3.85 -1.36 4.52
C40 -5.06 -0.43 4.53
C41 -1.44 1.21 3.88
C42 -2.37 2.22 4.07
C43 -1.97 3.32 4.81
C44 -0.68 3.41 5.35
C45 0.24 2.39 5.17
C46 -0.16 1.29 4.42
H31 -0.26 -2.96 6.82
H32 -0.40 -2.05 5.33
H33 -0.45 -1.20 6.89
H34 1.98 -2.62 5.66
H35 1.94 -2.06 7.32
H36 3.10 -0.38 6.12
H37 1.52 0.28 6.47
H38 2.16 -1.06 3.80
H39 2.53 0.65 4.09
H40 -2.29 -0.79 1.44
H41 -3.34 0.34 2.31
H42 -2.60 -2.49 3.16
H43 -4.14 -2.00 2.49
H44 -3.04 -0.93 5.13
H45 -4.12 -2.30 5.00
H46 -4.81 0.57 4.17
H47 -5.47 -0.32 5.53
H48 -5.85 -0.82 3.89
H49 -3.37 2.17 3.66
H50 -2.67 4.13 4.98
H51 -0.40 4.28 5.93
H52 1.24 2.45 5.59
C47 1.35 2.73 -5.68
N6 2.08 3.25 -4.54
C48 2.95 4.34 -4.55
C49 3.41 4.49 -3.29
N7 2.82 3.49 -2.54
C50 1.99 2.73 -3.29
S1 1.05 1.42 -2.81
H53 1.84 3.05 -6.59
H54 0.32 3.08 -5.67
H55 1.33 1.64 -5.63
H56 3.16 4.90 -5.44
H57 4.11 5.20 -2.89
H58 2.93 3.32 -1.55

Atom charges from the Löwdin analysis, given in e for atoms 1 to 8:
1 Cu 0.224
2 C -0.254
3 P 1.048
4 C -0.368
5 C -0.077
6 C -0.072
7 C -0.077
8 C -0.077